# C17H60N10O13

A 13-piece molecular cluster, C17H60N10O13 overall in a non-equilibrium geometry (wB97M-V/def2-TZVPD, OMol25).

Summary:
- Kohn-Sham gap (eV) = 9.38
- HOMO (eV) = -9.37
- relative energy (zero: lowest compared OMol25 entry of this formula, charge and spin) (eV) = 0.0000

The geometry in XYZ format:
```
100
Properties=species:S:1:pos:R:3:forces:R:3:lowdin_charge:R:1
C -3.82220 -4.15159 -0.73920 -0.65 -0.44 0.18 -0.169
O -2.97098 -3.18297 -0.15667 -0.07 0.10 -0.51 -0.143
H -3.30141 -5.00094 -1.18847 0.32 0.17 -0.01 0.073
H -4.49723 -4.55997 0.01829 0.14 0.03 0.16 0.072
H -4.49098 -3.73323 -1.49862 0.17 0.19 -0.09 0.074
H -2.96569 -2.44613 -0.79771 0.15 -0.25 0.40 0.013
C 1.88110 -2.85532 3.38023 -0.62 0.30 1.40 -0.136
O 1.73798 -2.73817 4.81367 -0.25 -0.23 0.06 -0.141
H 0.94942 -3.31497 3.05577 0.08 -0.11 -0.29 0.075
H 1.91585 -1.83491 3.00998 0.42 -0.15 -0.56 0.059
H 2.72596 -3.47708 3.10524 0.11 0.21 -0.21 0.061
H 2.55243 -2.90148 5.29139 0.19 0.00 -0.32 0.061
C -3.58067 -0.89181 -3.12019 -2.06 -0.07 -0.70 -0.128
O -3.17900 -0.97193 -1.76823 -0.06 0.12 -0.46 -0.158
H -4.67684 -0.95122 -3.18067 -0.06 -0.05 0.25 0.089
H -3.40110 0.03834 -3.66658 0.86 0.09 0.40 0.083
H -3.30449 -1.74711 -3.72721 0.69 0.03 0.32 0.056
H -3.82821 -0.44948 -1.25547 0.58 0.11 0.04 0.071
C -0.16016 1.64775 -3.69465 -0.78 0.29 1.96 -0.166
O 0.33764 0.37039 -3.97590 0.41 -0.31 -0.88 -0.128
H -1.21571 1.75028 -3.97150 0.23 0.08 -0.58 0.072
H -0.20847 1.74604 -2.59859 0.14 0.16 -0.09 0.056
H 0.45584 2.48960 -4.01747 0.06 -0.33 -0.58 0.084
H 0.46350 -0.09788 -3.13980 0.06 0.14 0.23 0.028
C -2.52926 2.14671 2.56166 0.16 2.22 1.07 -0.134
O -1.26376 1.56815 2.88925 -0.32 -1.34 -0.56 -0.146
H -3.28803 1.57356 2.03364 0.87 -0.67 -0.44 0.076
H -3.05930 2.47192 3.46571 0.17 -0.17 0.18 0.092
H -2.26038 3.08446 2.06404 -0.74 -0.10 -0.56 0.060
H -0.65126 2.25019 3.18815 -0.09 0.18 0.27 0.051
C 4.29007 0.42658 2.37231 1.51 -0.25 -0.14 -0.164
O 4.54143 0.23264 0.97769 -0.15 0.23 0.43 -0.160
H 3.22742 0.45224 2.59362 -0.07 -0.14 0.29 0.060
H 4.87252 -0.32316 2.91961 -0.81 -0.54 0.20 0.078
H 4.81271 1.30203 2.76760 -0.47 0.59 -0.63 0.071
H 4.40312 -0.72704 0.84956 -0.20 0.37 -0.15 0.018
C -3.86560 -1.51777 4.15585 -0.91 0.71 0.18 -0.681
O -4.67988 -0.73768 4.65100 0.71 -0.64 0.04 0.007
N -2.70134 -1.11466 3.60584 0.59 0.40 -0.32 0.172
N -4.07673 -2.86281 4.06459 -0.50 -1.01 0.22 0.144
H -2.15584 -1.73122 3.03534 0.18 -0.05 0.03 0.095
H -2.43284 -0.14817 3.66478 -0.02 -0.05 -0.05 0.065
H -4.64570 -3.31048 4.76261 -0.29 0.38 -0.10 0.100
H -3.42546 -3.49343 3.63645 0.34 0.23 -0.06 0.090
C -3.57256 2.27409 -0.81193 -0.17 -1.41 -1.71 -0.638
O -3.98270 1.19511 -0.36924 -0.19 1.02 0.49 -0.003
N -4.38482 3.20823 -1.38047 -0.38 0.23 0.37 0.167
N -2.25607 2.48106 -1.07006 0.50 0.41 0.69 0.182
H -4.03831 4.09237 -1.69928 0.03 0.02 -0.02 0.096
H -5.36059 3.01326 -1.50714 -0.02 -0.08 0.23 0.109
H -1.94787 3.33988 -1.48916 0.06 0.04 0.08 0.103
H -1.58075 1.94727 -0.54294 -0.09 -0.18 -0.15 0.068
C 0.32438 -0.01719 -0.22300 -2.96 0.79 -0.82 -0.599
O 0.72490 -0.44823 -1.31694 1.03 -0.29 0.74 -0.029
N 0.89374 0.87081 0.60941 1.62 -0.17 -0.45 0.210
N -1.00267 -0.19624 0.09789 0.43 -0.41 -0.05 0.184
H 0.31520 1.33198 1.28830 0.15 -0.09 0.32 0.065
H 1.84962 1.15229 0.43738 -0.08 -0.03 0.22 0.103
H -1.58831 -0.68961 -0.55940 0.00 0.02 0.06 0.071
H -1.39161 0.11535 0.97219 0.04 -0.15 0.10 0.077
C 3.84427 -3.16108 0.03428 -0.52 0.35 0.72 -0.617
O 3.62439 -2.32640 0.92080 0.10 -0.59 -0.57 -0.001
N 4.32944 -4.40071 0.31154 0.18 0.09 -0.22 0.168
N 3.56902 -2.94520 -1.27791 0.08 0.02 0.80 0.176
H 4.58503 -4.99332 -0.45188 0.00 -0.43 0.15 0.095
H 4.39353 -4.72414 1.25759 0.18 0.13 0.00 0.106
H 3.00905 -2.13742 -1.50345 0.24 -0.10 -0.26 0.077
H 3.85859 -3.64288 -1.93074 -0.30 0.18 -0.60 0.107
C -0.55502 -4.01879 -3.12795 -0.61 -2.14 -0.90 -0.684
O -0.74557 -5.24068 -3.15240 0.35 0.98 0.31 0.001
N -1.27840 -3.18969 -3.92669 -0.26 1.09 0.00 0.157
N 0.43825 -3.41160 -2.45194 0.47 0.31 0.23 0.173
H -2.17472 -3.48074 -4.26818 0.07 -0.35 0.07 0.095
H -1.14337 -2.19636 -3.81973 -0.03 -0.01 -0.18 0.076
H 0.33979 -2.45090 -2.16323 0.32 0.03 0.20 0.060
H 1.13618 -4.00813 -2.05023 -0.13 0.09 0.38 0.089
C 0.37783 6.21255 3.18632 0.28 -1.10 -0.15 -0.043
C 0.08710 4.75920 2.78508 -1.92 1.34 0.33 -0.529
C 0.17214 4.52088 1.29095 0.62 -0.11 0.20 -0.046
O 0.82935 3.82428 3.52454 0.47 -0.51 -0.19 -0.033
H -0.29514 6.82033 2.58517 0.43 0.43 -0.02 0.084
H 1.44838 6.36861 3.03319 -0.14 0.60 -0.24 0.090
H 0.15208 6.38679 4.23977 -0.04 -0.07 0.01 0.082
H -0.98056 4.63258 3.04950 0.10 -0.17 -0.01 0.123
H 1.21190 4.60373 0.96438 -0.02 -0.29 -0.09 0.095
H -0.39176 5.25639 0.71771 -0.17 0.06 0.24 0.085
H -0.24370 3.53633 1.07407 0.24 -0.05 -0.24 0.039
H 1.13294 4.25162 4.33071 0.01 -0.15 0.07 0.099
C 3.28318 1.75865 -2.15902 0.28 -0.26 -0.18 -0.046
C 3.98734 1.06634 -3.32192 -1.07 -1.06 -0.48 -0.453
C 4.16104 -0.43459 -3.14639 0.38 -0.22 1.08 -0.063
O 3.19799 1.17910 -4.51132 0.49 1.06 -0.77 -0.075
H 3.93843 1.89559 -1.29763 0.06 0.07 -0.03 0.073
H 2.44655 1.13480 -1.83471 -0.07 0.09 -0.10 0.045
H 2.91065 2.71203 -2.53327 0.01 0.12 0.22 0.079
H 4.95914 1.49621 -3.56126 -0.12 0.34 0.03 0.135
H 3.18667 -0.91856 -3.23422 -0.05 0.03 -0.29 0.068
H 4.52739 -0.72540 -2.15740 0.23 0.31 0.00 0.063
H 4.86028 -0.84376 -3.87401 -0.20 -0.01 -0.19 0.083
H 2.28027 0.88562 -4.42269 0.11 -0.26 0.55 0.047
```
Positions in Å, forces in eV/Å.

# C17H60O13

A 13-piece molecular cluster, C17H60O13 overall in a non-equilibrium geometry (wB97M-V/def2-TZVPD, OMol25).

Summary:
- Kohn-Sham gap (eV) = 9.02
- HOMO (eV) = -9.06
- relative energy (zero: lowest compared OMol25 entry of this formula, charge and spin) (eV) = 4.6900

The geometry in XYZ format:
```
90
Properties=species:S:1:pos:R:3:forces:R:3:lowdin_charge:R:1
C 2.40378 -1.22089 1.61462 0.68 -0.96 2.27 -0.076
C 3.31888 -1.94859 2.61180 -1.24 1.99 1.71 -0.305
O 4.64990 -1.58914 2.47607 2.39 -0.20 0.07 -0.078
H 2.61878 -0.15836 1.60531 0.13 0.03 -0.31 0.088
H 1.43547 -1.38362 2.06985 -0.36 0.08 -0.37 0.040
H 2.47123 -1.74338 0.71030 -0.11 -0.17 -1.69 0.042
H 3.20610 -3.00591 2.67661 -0.42 -0.92 -0.46 0.098
H 3.00366 -1.52782 3.58590 -0.17 -0.44 0.00 0.121
H 5.15869 -1.95400 3.24021 -0.64 0.50 -1.04 0.119
C 2.39180 5.17186 -1.97334 -0.25 -0.85 -0.82 -0.069
C 1.70343 3.83038 -1.72687 -0.50 -1.26 0.07 -0.277
O 2.54490 2.61902 -1.67136 -0.23 1.14 -0.77 -0.115
H 2.77412 5.25532 -3.00065 0.12 -0.25 0.28 0.073
H 3.19730 5.23010 -1.27201 0.60 0.45 0.37 0.063
H 1.70151 6.02345 -1.87717 0.05 -0.46 0.37 0.077
H 0.84629 3.66525 -2.39569 0.38 0.07 -0.25 0.104
H 1.27392 3.77045 -0.75179 -0.56 0.91 0.92 0.064
H 1.96728 1.87408 -1.92818 0.53 0.48 -0.05 0.021
C -0.44558 -3.38547 -4.36241 -0.04 -3.02 0.93 -0.081
C -0.86545 -2.98738 -2.94549 0.95 -0.44 -0.54 -0.331
O -2.10712 -2.33041 -3.06784 -0.03 1.23 0.43 -0.081
H -0.52219 -2.52730 -4.97497 -0.16 0.66 -0.90 0.046
H -1.12736 -4.26711 -4.70060 1.00 1.76 0.22 0.112
H 0.58362 -3.80364 -4.39481 -0.49 0.37 0.01 0.084
H -0.05633 -2.41866 -2.43230 -0.94 0.13 -0.29 0.100
H -1.12240 -3.83546 -2.33016 0.84 -0.68 0.35 0.102
H -2.67235 -3.09334 -3.10985 -1.17 0.12 -0.12 0.088
C -1.21601 -1.15053 5.32675 0.71 -2.95 -1.35 -0.066
C -0.91112 -1.03149 3.78256 0.83 0.02 2.19 -0.294
O 0.05214 0.00533 3.69893 -0.21 -0.08 0.60 -0.108
H -0.31254 -1.54839 5.88243 -0.77 0.78 -0.82 0.093
H -1.95057 -1.96360 5.45013 -0.02 0.27 0.02 0.067
H -1.59105 -0.30476 5.81333 -0.42 1.55 0.40 0.039
H -1.76468 -0.78035 3.13091 0.10 -0.49 0.42 0.076
H -0.42592 -1.99711 3.51354 -0.58 0.38 -0.22 0.106
H 0.33902 -0.00858 2.79657 0.28 0.57 -1.07 0.001
C -3.33736 -2.25024 0.23299 -1.66 -0.83 -2.91 -0.108
O -4.66943 -2.80700 -0.08860 0.76 1.11 0.80 -0.118
H -3.14586 -1.36513 -0.33607 0.02 0.66 -0.47 0.040
H -2.60042 -2.95810 -0.07604 0.18 -0.77 -0.44 0.051
H -3.10125 -2.04057 1.20178 -0.21 0.46 3.12 0.041
H -5.36905 -2.13910 0.09678 0.96 -0.66 -0.10 0.082
C -3.06359 1.37499 2.47742 -0.99 0.00 2.53 -0.153
O -3.09263 0.93162 1.15389 1.90 0.85 -0.78 -0.133
H -3.75301 2.23581 2.67727 0.48 -0.63 -0.31 0.099
H -2.08963 1.63458 2.96378 -0.28 -0.24 -1.41 0.103
H -3.39849 0.49545 3.05109 -0.18 0.60 0.52 0.078
H -3.97414 0.67755 0.96213 -1.12 -0.32 -0.39 0.070
C 0.08778 -0.00009 -0.32781 -4.70 0.65 0.94 -0.098
O -0.37460 0.43200 0.95711 2.67 -1.00 0.89 -0.117
H 1.05157 -0.29138 -0.43430 2.98 -0.89 0.82 0.029
H -0.03905 0.84134 -0.93784 -0.21 0.97 -1.54 0.059
H -0.60723 -0.80120 -0.61400 0.35 -0.06 -0.59 0.085
H -1.24379 0.79392 0.91110 -1.12 0.21 -0.60 0.015
C -4.15154 0.60819 -2.18551 -0.09 0.63 -0.63 -0.128
O -2.75829 0.64307 -2.43138 -0.23 1.17 0.68 -0.117
H -4.47479 -0.13436 -1.47658 0.06 -0.20 0.60 0.056
H -4.67287 0.42153 -3.08916 -0.52 -0.74 -1.18 0.069
H -4.55317 1.60237 -1.97251 0.64 0.03 0.71 0.095
H -2.42740 -0.23013 -2.60245 0.06 -0.95 -0.21 0.027
C 4.63685 0.05887 -0.57615 -0.78 0.58 1.66 -0.160
O 5.89670 -0.16150 0.04192 -0.02 0.80 -1.23 -0.097
H 4.02340 0.84362 -0.06918 0.86 0.15 -0.38 0.079
H 3.95223 -0.76974 -0.42761 0.25 -0.75 -0.61 0.044
H 4.77521 0.33037 -1.60098 0.04 0.05 -0.60 0.074
H 5.78753 -0.80309 0.72057 -0.31 -0.73 1.07 0.022
C 0.66018 0.09281 -3.85078 0.35 -1.05 -0.58 -0.102
O 1.57261 0.35044 -2.79716 -0.06 -0.10 -0.21 -0.140
H 0.96859 -0.87555 -4.32128 -0.43 0.85 -0.03 0.090
H 0.69491 0.89523 -4.58991 0.11 -0.07 0.18 0.098
H -0.35807 -0.01422 -3.48326 -0.18 0.08 0.05 0.061
H 1.83565 -0.50727 -2.46106 0.28 0.04 0.21 0.079
C -1.74312 3.57656 -0.61498 -0.88 -2.61 0.98 -0.174
O -1.80685 3.41900 -1.99825 -0.28 0.99 -1.07 -0.117
H -1.42473 4.52513 -0.24260 0.52 0.75 -0.46 0.075
H -1.08547 2.75992 -0.28252 0.23 0.54 0.71 0.057
H -2.71558 3.35919 -0.10862 0.34 0.25 -0.40 0.080
H -2.12352 2.53026 -2.21173 0.11 -0.03 0.20 0.039
C 1.58496 2.80902 1.92105 -1.70 2.28 1.47 -0.155
O 2.44992 3.92770 2.04440 0.98 0.46 -0.15 -0.129
H 1.61604 2.23315 2.87436 -0.50 0.08 -0.88 0.093
H 1.78434 2.26287 1.05578 1.12 -1.16 -1.20 0.028
H 0.60186 3.27215 1.63903 0.10 -0.98 0.88 0.085
H 2.00226 4.69571 2.42920 0.00 -0.67 -0.16 0.079
C 0.17752 -3.36153 0.78875 -1.25 0.41 -0.56 -0.184
O 0.84798 -4.08854 1.78313 0.73 1.37 0.52 -0.086
H -0.67254 -3.96321 0.46806 -0.28 0.09 -0.24 0.068
H 0.74990 -3.12701 -0.14290 0.05 -0.11 0.87 0.081
H -0.25676 -2.41547 1.21596 0.68 -0.86 -0.37 0.073
H 0.77509 -5.00997 1.61331 -0.08 -1.04 -0.28 0.068
```
Positions in Å, forces in eV/Å.